#A
C2H2O4 | wB97M-V/def2-TZVPD

Atoms and positions in Å:
1 C -0.78803 -0.22557 -0.07520
2 C 0.86580 0.13835 -0.19272
3 H -2.43136 1.04871 0.05634
4 H 2.43896 -1.03704 0.38073
5 O -1.38676 1.08408 -0.34256
6 O -1.45717 -1.22892 0.24034
7 O 1.45759 -1.03709 -0.34842
8 O 1.30096 1.25748 0.28150

Properties
E_HOMO: -10.72 eV
net charge: 0
Kohn-Sham gap: 10.0 eV

Listed below, in e, are the Mulliken charges computed for each atom: 0.569 0.534 0.373 0.430 -0.469 -0.489 -0.474 -0.475



#B
C2H2O4 | wB97M-V/def2-TZVPD

Atoms and positions in Å:
1 C -1.09696 -1.41326 -0.70890
2 C 0.42952 1.14738 0.04554
3 O -1.52915 -1.02088 0.28773
4 O 1.40038 0.30873 0.82759
5 O -0.85820 -1.92655 -1.70695
6 O 0.63755 0.92430 -1.09108
7 H 1.50408 0.52378 1.76279
8 H -0.48722 1.45649 0.58328

Properties
E_HOMO: -11.38 eV
net charge: 0
Kohn-Sham gap: 11.9 eV
SMILES string: O=C=O.O=CO

Listed below, in e, are the Mulliken charges computed for each atom: 0.746 0.247 -0.392 -0.467 -0.335 -0.390 0.297 0.294



Q: Which of them is the least stable? A: #A.



#A
C6H11N | wB97M-V/def2-TZVPD

Atoms and positions in Å:
1 C -1.47290 1.93502 -0.15949
2 N -1.25638 0.47084 -0.23261
3 C 0.08853 -0.00216 0.02601
4 C 0.19895 -1.24017 0.67339
5 C -0.87748 -2.31627 0.50257
6 C 2.52573 0.36146 -0.53434
7 C 1.19900 0.75936 -0.40604
8 H -2.48501 2.09718 -0.50872
9 H -0.74337 2.46360 -0.76162
10 H -1.41265 2.30415 0.87795
11 H -1.78801 0.09342 0.54699
12 H 1.20645 -1.57834 0.84366
13 H -1.39629 -2.53269 1.44470
14 H -0.49960 -3.25725 0.07399
15 H -1.58795 -1.99631 -0.26905
16 H 3.32076 1.09797 -0.61294
17 H 2.94384 -0.59304 -0.23111
18 H 1.02949 1.82592 -0.50726

Properties
multiplicity: 2
<S²>: 0.765
E_HOMO (alpha / beta): 0.06 / -2.19 eV
net charge: -1
Kohn-Sham gap (alpha / beta): 4.1 / 6.3 eV

Mulliken atomic charge list, values in e, 8 entries: -0.924 -0.453 0.610 -0.750 -1.021 -1.155 -0.241 0.307



#B
C6H11N | wB97M-V/def2-TZVPD

Atoms and positions in Å:
1 C 0.24527 0.65611 1.66548
2 C -0.98337 0.44297 0.76681
3 C -0.63964 0.31748 -0.75365
4 C -0.93295 1.29409 -1.63890
5 C 1.25640 -1.11090 -1.37766
6 C -0.05045 -0.96099 -1.11881
7 N 0.88909 -0.57946 2.05837
8 H 0.90576 1.33539 1.11816
9 H -0.22760 1.12091 2.60180
10 H -1.64683 1.29685 0.90301
11 H -1.48556 -0.53485 0.92674
12 H -1.38998 2.15866 -1.18888
13 H -0.84402 1.12462 -2.69964
14 H 1.59430 -1.99653 -1.88935
15 H 2.09406 -0.46097 -1.19088
16 H -0.77094 -1.76295 -1.35626
17 H 1.68605 -0.71628 1.45027
18 H 0.28639 -1.38693 1.91861

Properties
multiplicity: 2
<S²>: 0.752
E_HOMO (alpha / beta): 1.17 / -4.92 eV
net charge: -1
Kohn-Sham gap (alpha / beta): 3.1 / 9.0 eV

Mulliken atomic charge list, values in e, 8 entries: -0.467 -1.899 0.772 -0.649 -0.451 -2.217 -0.912 0.381



#C
C6H11N | wB97M-V/def2-TZVPD

Atoms and positions in Å:
1 C -1.02065 1.84649 1.43400
2 C -0.93736 0.28334 1.71416
3 N -0.66316 -0.06626 -1.34688
4 C 0.20399 -0.65169 -0.40939
5 C 0.15838 -0.38742 0.96375
6 C 1.81934 -1.29058 -2.21480
7 C 1.45482 -1.21315 -0.90697
8 H -0.44151 1.91613 0.50250
9 H -0.51476 2.53945 2.11483
10 H -2.00333 2.20414 1.07828
11 H -0.58893 0.19842 2.74451
12 H -1.93590 -0.06786 1.32373
13 H -1.15035 -0.74400 -1.92258
14 H -1.35666 0.62635 -1.10847
15 H 0.92669 -0.77199 1.62554
16 H 2.75299 -1.82571 -2.38235
17 H 1.29368 -0.73452 -2.98087
18 H 2.00272 -1.86114 -0.22898

Properties
multiplicity: 2
<S²>: 0.762
E_HOMO (alpha / beta): 0.67 / -2.62 eV
net charge: -1
Kohn-Sham gap (alpha / beta): 3.9 / 6.8 eV

Mulliken atomic charge list, values in e, 8 entries: -1.397 -0.692 -0.617 0.444 -0.586 -0.901 -0.433 0.274



Q: Which of them is the least stable? A: #B.



#A
C7H12 | wB97M-V/def2-TZVPD

Atoms and positions in Å:
1 C 0.55072 -2.03757 -0.68758
2 C 0.68284 -0.57779 -1.10664
3 C -0.01354 0.47661 -0.24136
4 C -0.19730 0.37088 1.07869
5 C 0.22272 -0.67087 2.05761
6 C -1.21505 2.63679 -0.62137
7 C -0.27270 1.74502 -0.94452
8 H -0.33238 -2.16632 -0.07191
9 H 0.43589 -2.63987 -1.58929
10 H 1.36493 -2.48869 -0.12040
11 H 1.71364 -0.27542 -1.28705
12 H 0.11953 -0.45669 -2.03338
13 H -0.95966 1.03531 1.48982
14 H -0.65198 -1.29509 2.29657
15 H 1.00412 -1.34976 1.72937
16 H 0.45728 -0.24702 3.03460
17 H -1.08432 3.64174 -0.99680
18 H -2.14590 2.34580 -0.15530
19 H 0.32118 1.95294 -1.83107

Properties
E_HOMO: -8.21 eV
net charge: 0
Kohn-Sham gap: 9.2 eV
SMILES string: C=C/C(=C/C)CC

Mulliken atomic charge list, values in e, 8 entries: -1.374 -0.302 0.594 -0.106 -1.380 -0.757 -0.513 0.366



#B
C7H12 | wB97M-V/def2-TZVPD

Atoms and positions in Å:
1 C -1.50874 -1.50551 -0.92680
2 C -1.51798 0.02102 -0.77278
3 C -0.80767 0.53135 0.45960
4 C -1.48279 1.03852 1.48267
5 C 3.01154 -0.02799 -0.15692
6 C 1.52595 -0.06134 -0.35999
7 C 0.66213 0.47058 0.49563
8 H -2.12103 -1.84108 -1.76026
9 H -1.89218 -1.95638 -0.01310
10 H -0.49277 -1.88922 -1.05329
11 H -1.10276 0.50342 -1.65462
12 H -2.56392 0.33084 -0.70817
13 H -2.56444 1.07724 1.42798
14 H -1.01447 1.42234 2.37902
15 H 3.43531 -1.02228 -0.00020
16 H 3.50512 0.41132 -1.02471
17 H 3.25178 0.58457 0.70686
18 H 1.19018 -0.49587 -1.29444
19 H 1.08321 0.92861 1.39629

Properties
E_HOMO: -8.58 eV
net charge: 0
Kohn-Sham gap: 9.7 eV
SMILES string: C=C(/C=C/C)CC

Mulliken atomic charge list, values in e, 8 entries: -1.000 -0.771 0.849 -1.114 -1.293 0.022 -0.317 0.328



#C
C7H12 | wB97M-V/def2-TZVPD

Atoms and positions in Å:
1 C 2.74558 0.46439 -0.73535
2 C 1.83541 -0.75872 -0.76748
3 C -0.49701 -0.25332 1.33129
4 C -0.78687 1.13506 0.82444
5 C -2.11182 0.44070 0.95293
6 C -2.38984 -0.33669 -0.29341
7 C -1.46532 -1.03842 0.64802
8 H 3.28313 0.59091 -1.68116
9 H 3.48794 0.37551 0.06518
10 H 2.17104 1.37994 -0.54946
11 H 1.03263 -0.64227 -1.50655
12 H 2.39095 -1.66953 -1.01614
13 H 1.36518 -0.90778 0.20817
14 H -0.58099 1.42543 -0.21117
15 H -0.51740 1.91802 1.53040
16 H -2.83274 0.58090 1.74854
17 H -3.36656 -0.80468 -0.38912
18 H -2.00780 0.10712 -1.21256
19 H -1.75550 -2.00659 1.05343

Properties
E_HOMO: -7.86 eV
net charge: 0
Kohn-Sham gap: 8.9 eV

Mulliken atomic charge list, values in e, 8 entries: -0.885 -0.581 -0.832 -0.139 -0.171 -0.642 0.229 0.308



Q: Which of them is the least stable? A: #C.



#A
C7H12 | wB97M-V/def2-TZVPD

Atoms and positions in Å:
1 C 2.32334 -0.00776 0.22243
2 C 1.33039 -1.10537 0.52010
3 C 0.00714 -0.63826 1.13576
4 C -0.82914 0.28348 0.25533
5 C -1.58177 1.22626 0.84407
6 C -1.92471 0.42723 -1.99008
7 C -0.92744 0.05561 -1.19708
8 H 1.91928 0.83438 -0.33881
9 H 2.63170 0.48493 1.15918
10 H 3.27490 -0.37734 -0.14980
11 H 1.77119 -2.03179 0.88150
12 H 0.98598 -1.49394 -0.45419
13 H -0.61187 -1.46747 1.48678
14 H 0.30102 -0.04168 2.00408
15 H -2.02574 1.03494 1.81355
16 H -2.06696 1.97139 0.22440
17 H -2.72975 1.11022 -1.76181
18 H -1.73537 0.26084 -3.04596
19 H -0.11221 -0.52569 -1.60945

Properties
E_HOMO: -8.65 eV
net charge: 0
Kohn-Sham gap: 9.4 eV
SMILES string: C=CC(=C)CCC

Mulliken atomic charge list, values in e, 8 entries: -1.124 -0.446 -0.751 0.867 -0.922 -0.920 -0.161 0.309



#B
C7H12 | wB97M-V/def2-TZVPD

Atoms and positions in Å:
1 C -0.08257 1.85399 -1.33071
2 C 0.97356 0.67930 -1.23205
3 C 0.39378 -0.59916 -0.61956
4 C -0.13530 -0.56385 0.64174
5 C -0.92107 0.37668 1.40275
6 C -1.13302 0.13395 2.73183
7 C 0.72228 -1.95578 -1.13476
8 H 0.25062 2.98022 -1.22207
9 H -0.43015 1.68817 -2.40474
10 H -0.99513 1.47606 -0.81479
11 H 1.88978 1.03404 -0.63665
12 H 1.24863 0.42273 -2.21650
13 H -0.22841 -1.56560 1.07096
14 H -0.70645 1.40368 1.02304
15 H -1.89178 0.59623 3.40999
16 H -0.61830 -0.78396 3.19563
17 H 0.12556 -2.84947 -0.79920
18 H 0.64379 -1.88250 -2.24639
19 H 1.80586 -2.07040 -1.11479

Properties
E_HOMO: -7.95 eV
net charge: 0
Kohn-Sham gap: 8.5 eV
SMILES string: C=C/C=C(/C)CC

Mulliken atomic charge list, values in e, 8 entries: -1.081 -0.451 0.514 -0.233 -0.143 -0.746 -1.356 0.222



#C
C7H12 | wB97M-V/def2-TZVPD

Atoms and positions in Å:
1 C -0.76259 -0.19097 0.66444
2 C -0.24703 0.79588 1.73338
3 C 1.01120 1.35850 0.91640
4 C 1.31643 0.78327 -0.50974
5 C 0.81880 -0.18852 -1.31616
6 C -0.46141 -1.13777 -1.45167
7 C -1.50186 -1.23033 -0.22559
8 H -0.82916 0.60494 -0.07443
9 H 0.11138 -0.85265 0.77318
10 H -1.00849 1.58284 1.89073
11 H 0.04263 0.30294 2.65478
12 H 1.90236 1.15825 1.48055
13 H 0.88274 2.43643 0.80905
14 H 2.28476 1.23117 -0.83056
15 H 1.49044 -0.44789 -2.13836
16 H -0.93798 -0.88401 -2.41660
17 H -0.11140 -2.19018 -1.63419
18 H -2.46457 -0.88903 -0.55548
19 H -1.53625 -2.24288 0.23027

Properties
E_HOMO: -8.84 eV
net charge: 0
Kohn-Sham gap: 9.9 eV
SMILES string: C1=CCCCCC1

Mulliken atomic charge list, values in e, 8 entries: -0.672 -0.637 -0.827 -0.295 -0.207 -0.744 -0.597 0.278



Q: Which of them is the least stable? A: #C.